1.
{
  "formula": "C4H10NO",
  "method": "the ωB97M-V functional and the def2-TZVPD basis",
  "homo_lumo_gap_ha": 0.3721,
  "smiles": "C[C@H]([NH3+])CC=O",
  "charge": 1,
  "lumo_energy_ev": -3.70,
  "homo_ev": -13.8,
  "molar_mass_g_mol": 88.13,
  "relative_energy_kj_mol": 223.74,
  "species": ["C", "C", "C", "C", "O", "N", "H", "H", "H", "H", "H", "H", "H", "H", "H", "H"],
  "xyz": [[0.27940, -1.32982, -0.79668], [0.41842, 0.05417, -0.28899], [-0.66845, 0.62113, 0.64954], [-1.94936, 1.13552, -0.10781], [-2.06308, 0.79619, -1.22831], [1.64967, 0.11025, 0.54214], [0.98826, -1.47537, -1.74271], [0.09662, -2.09002, 0.02290], [-0.81002, -1.42346, -1.25751], [0.69623, 0.84244, -1.05236], [-1.00536, -0.20761, 1.32513], [-0.20367, 1.42804, 1.31381], [-2.98759, 1.34737, 0.38178], [2.27345, 0.89548, 0.37875], [1.34472, 0.18979, 1.53028], [1.94077, -0.89410, 0.33006]]
}

2.
{
  "formula": "C4H10NO",
  "method": "the ωB97M-V functional and the def2-TZVPD basis",
  "homo_lumo_gap_ha": 0.2707,
  "charge": 1,
  "lumo_energy_ev": -7.48,
  "homo_ev": -14.8,
  "molar_mass_g_mol": 88.13,
  "relative_energy_kj_mol": 366.15,
  "species": ["C", "C", "C", "C", "O", "N", "H", "H", "H", "H", "H", "H", "H", "H", "H", "H"],
  "xyz": [[1.56116, -0.17772, 0.19186], [0.19242, 0.30898, 0.22543], [-0.97480, -0.51070, 0.10392], [-2.07697, 0.05136, -0.92468], [-1.57171, 0.85389, -1.99536], [2.09843, -0.07924, 1.55766], [1.63474, -1.21380, -0.09871], [2.13598, 0.44219, -0.50567], [-0.79162, 1.33665, -1.71015], [0.03102, 1.25027, 0.74101], [-0.69258, -1.49297, -0.25728], [-1.51535, -0.53427, 1.06003], [-2.43460, -0.82291, -1.45340], [2.48133, 0.83148, 1.78278], [-2.85678, 0.57292, -0.38750], [2.77934, -0.81613, 1.67006]]
}

3.
{
  "formula": "C4H10NO",
  "method": "the ωB97M-V functional and the def2-TZVPD basis",
  "homo_lumo_gap_ha": 0.4493,
  "smiles": "CC(C)C(=[NH2+])O",
  "charge": 1,
  "lumo_energy_ev": -4.03,
  "homo_ev": -16.3,
  "molar_mass_g_mol": 88.13,
  "relative_energy_kj_mol": 99.64,
  "species": ["C", "C", "C", "C", "N", "O", "H", "H", "H", "H", "H", "H", "H", "H", "H", "H"],
  "xyz": [[1.03358, -0.10363, -0.09319], [-0.46627, -0.35062, -0.53709], [-0.92810, 1.09315, -0.85259], [-1.24141, -0.89206, 0.64856], [1.51740, 0.32167, 1.05082], [1.87005, -0.40798, -0.99685], [-0.45355, -1.04484, -1.38237], [-0.40245, 1.83529, -0.21328], [-2.06260, 1.20991, -0.75480], [-0.67117, 1.22923, -1.92866], [-0.96839, -1.80794, 0.93293], [-2.39073, -0.91748, 0.48479], [-0.99554, -0.16560, 1.48186], [0.80555, 0.52854, 1.79555], [2.54211, 0.13364, 1.30261], [2.81152, -0.66131, -0.93828]]
}

4.
{
  "formula": "C4H10NO",
  "method": "the ωB97M-V functional and the def2-TZVPD basis",
  "homo_lumo_gap_ha": 0.3583,
  "smiles": "CC(=[NH2+])CCO",
  "charge": 1,
  "lumo_energy_ev": -4.80,
  "homo_ev": -14.5,
  "molar_mass_g_mol": 88.13,
  "relative_energy_kj_mol": 180.08,
  "species": ["C", "C", "C", "C", "N", "O", "H", "H", "H", "H", "H", "H", "H", "H", "H", "H"],
  "xyz": [[-1.80251, -0.57777, -0.25006], [1.43560, -0.76409, 0.80939], [-0.54376, 0.46547, -0.37367], [0.99818, 0.20430, -0.22268], [1.87116, 1.07608, -0.55369], [-2.76056, -0.01732, 0.54275], [-1.34465, -1.48863, 0.24763], [1.18770, -1.86023, 0.62098], [0.92482, -0.54832, 1.67791], [2.58265, -0.81000, 0.93914], [-2.11840, -0.84628, -1.19680], [-0.60802, 1.03065, -1.36096], [-0.97078, 1.07210, 0.56838], [1.80410, 1.72896, -1.30394], [2.80332, 0.83655, -0.23422], [-3.45884, 0.49854, 0.08986]]
}

5.
{
  "formula": "C4H10NO",
  "method": "the ωB97M-V functional and the def2-TZVPD basis",
  "homo_lumo_gap_ha": [0.2716, 0.2717],
  "charge": 1,
  "lumo_energy_ev": [-5.62, -5.61],
  "homo_ev": [-13.0, -13.0],
  "molar_mass_g_mol": 88.13,
  "relative_energy_kj_mol": 429.91,
  "species": ["C", "C", "C", "C", "N", "O", "H", "H", "H", "H", "H", "H", "H", "H", "H", "H"],
  "xyz": [[0.43595, -1.43816, 1.14170], [0.86600, -0.19073, 0.89423], [1.32725, 1.43222, -0.95250], [-2.00991, 0.05045, -0.22998], [0.62669, 0.35866, -0.41775], [-1.70196, -0.75587, 0.72408], [0.23318, -1.67573, 2.15024], [0.09539, -2.12232, 0.46138], [1.34789, 0.41025, 1.57467], [0.70265, 1.85213, -1.83421], [1.53969, 2.31281, -0.32562], [2.25523, 1.09566, -1.29457], [-2.59061, -0.28580, -1.12160], [-1.95441, 1.13195, -0.14260], [0.48610, -0.45201, -1.07908], [-1.65911, -1.72351, 0.45161]]
}

6.
{
  "formula": "C4H10NO",
  "method": "the ωB97M-V functional and the def2-TZVPD basis",
  "homo_lumo_gap_ha": 0.3340,
  "charge": 1,
  "lumo_energy_ev": -5.31,
  "homo_ev": -14.4,
  "molar_mass_g_mol": 88.13,
  "relative_energy_kj_mol": 188.96,
  "species": ["C", "C", "C", "C", "N", "H", "H", "H", "H", "H", "H", "H", "H", "H", "H", "O"],
  "xyz": [[1.18179, -1.66078, -0.18615], [-0.02026, -0.75589, 0.04704], [-1.18303, -1.32695, -0.24823], [-0.52521, 0.89937, 1.68565], [0.17867, 0.57469, 0.65991], [1.56022, -1.63067, -1.22141], [0.90876, -2.69589, 0.03209], [2.07065, -1.36570, 0.39090], [-2.13923, -0.89310, 0.05781], [-1.17661, -2.31859, -0.69136], [-0.48161, 1.88353, 2.10248], [-0.91686, 0.08037, 2.37988], [0.25491, 1.37527, 0.00671], [0.77957, 2.81982, -2.05705], [-0.71033, 2.57051, -1.58558], [0.21856, 2.44398, -1.37270]]
}

7.
{
  "formula": "C4H10NO",
  "method": "the ωB97M-V functional and the def2-TZVPD basis",
  "homo_lumo_gap_ha": 0.3348,
  "smiles": "[NH3+]CCCC=O",
  "charge": 1,
  "lumo_energy_ev": -4.04,
  "homo_ev": -13.2,
  "molar_mass_g_mol": 88.13,
  "relative_energy_kj_mol": 88.17,
  "species": ["C", "C", "C", "C", "O", "N", "H", "H", "H", "H", "H", "H", "H", "H", "H", "H"],
  "xyz": [[-0.66069, -0.86564, 0.56326], [0.45707, 0.10021, 0.21224], [-0.05104, 1.53835, 0.11680], [0.75750, 2.29777, -0.89995], [0.22885, 2.77958, -1.86276], [-0.36990, -2.27297, 0.09706], [-1.59736, -0.56279, 0.10238], [-0.89503, -0.94748, 1.62420], [0.84848, -0.22285, -0.76299], [1.29980, 0.00757, 0.88929], [0.08355, 2.01616, 1.08347], [-1.05766, 1.59782, -0.28168], [1.85675, 2.38003, -0.78866], [0.51318, -2.62778, 0.47320], [-1.13539, -2.89489, 0.35983], [-0.27811, -2.32309, -0.92571]]
}

8.
{
  "formula": "C4H10NO",
  "method": "the ωB97M-V functional and the def2-TZVPD basis",
  "homo_lumo_gap_ha": 0.3062,
  "charge": 1,
  "lumo_energy_ev": -5.88,
  "homo_ev": -14.2,
  "molar_mass_g_mol": 88.13,
  "relative_energy_kj_mol": 259.12,
  "species": ["C", "C", "C", "N", "C", "H", "H", "H", "H", "H", "H", "H", "H", "H", "H", "O"],
  "xyz": [[-2.29405, 1.26491, 0.89509], [-1.01803, 0.66563, 0.27147], [-0.38923, -0.40471, 0.89783], [0.74243, -0.90633, 0.05919], [1.58874, -1.83173, 0.46726], [-3.10274, 1.12488, 0.19632], [-2.50432, 0.81030, 1.86537], [-2.14332, 2.32806, 1.07955], [-0.46305, 1.28599, -0.48156], [-0.78744, -0.92147, 1.82197], [0.67942, -0.47094, -0.83727], [1.90656, -1.83359, 1.50792], [1.91118, -2.63536, -0.16158], [2.22353, 0.71077, -1.79343], [2.03657, 0.12964, -3.24432], [1.61372, 0.68394, -2.54379]]
}

9.
{
  "formula": "C4H10NO",
  "method": "the ωB97M-V functional and the def2-TZVPD basis",
  "homo_lumo_gap_ha": 0.3897,
  "smiles": "CC[C@@H]([NH3+])C=O",
  "charge": 1,
  "lumo_energy_ev": -4.21,
  "homo_ev": -14.8,
  "molar_mass_g_mol": 88.13,
  "relative_energy_kj_mol": 96.60,
  "species": ["O", "C", "C", "C", "C", "N", "H", "H", "H", "H", "H", "H", "H", "H", "H", "H"],
  "xyz": [[-1.95434, 1.05045, 0.42867], [-1.29558, 0.09369, 0.13605], [0.23322, 0.33506, -0.06747], [1.09833, -0.89720, -0.12984], [1.15787, -1.71794, 1.16370], [0.33840, 1.14070, -1.31531], [-1.72969, -0.90817, 0.13407], [0.40861, 0.97924, 0.78918], [0.73063, -1.50815, -0.96096], [2.12165, -0.56648, -0.37456], [1.78473, -1.15456, 1.84755], [1.63059, -2.68703, 1.01939], [0.17589, -1.88993, 1.61003], [1.31358, 1.42842, -1.43471], [0.12076, 0.53656, -2.11487], [-0.36049, 1.88570, -1.38661]]
}

10.
{
  "formula": "C4H10NO",
  "method": "the ωB97M-V functional and the def2-TZVPD basis",
  "homo_lumo_gap_ha": 0.3352,
  "smiles": "[NH3+]CCCC=O",
  "charge": 1,
  "lumo_energy_ev": -4.08,
  "homo_ev": -13.2,
  "molar_mass_g_mol": 88.13,
  "relative_energy_kj_mol": 99.12,
  "species": ["C", "C", "C", "C", "O", "N", "H", "H", "H", "H", "H", "H", "H", "H", "H", "H"],
  "xyz": [[-1.41404, 1.03572, -0.04355], [-0.27452, 0.04212, 0.25477], [0.64783, -0.21094, -0.93553], [1.77671, -1.08505, -0.44272], [1.67669, -2.27967, -0.47233], [-1.73820, 1.77673, 1.19747], [-1.11711, 1.69137, -0.85576], [-2.28024, 0.49425, -0.41706], [0.33601, 0.42448, 1.08705], [-0.62816, -0.91700, 0.63414], [0.07447, -0.60860, -1.77358], [1.05251, 0.70638, -1.38116], [2.62988, -0.56722, 0.01955], [-1.99651, 1.18240, 1.99811], [-2.50103, 2.45048, 1.11407], [-0.93069, 2.35936, 1.44761]]
}

11.
{
  "formula": "C4H10NO",
  "method": "the ωB97M-V functional and the def2-TZVPD basis",
  "homo_lumo_gap_ha": [0.3497, 0.2198],
  "charge": 2,
  "lumo_energy_ev": [-11.46, -14.97],
  "homo_ev": [-21.0, -20.9],
  "molar_mass_g_mol": 88.13,
  "relative_energy_kj_mol": 199.70,
  "multiplicity": 2,
  "species": ["O", "C", "C", "C", "C", "N", "H", "H", "H", "H", "H", "H", "H", "H", "H", "H"],
  "xyz": [[2.20100, -1.41537, -0.99114], [1.25816, -1.29865, -0.28609], [0.30431, -0.04731, -0.44924], [-0.61827, 0.03839, 0.77484], [-0.22763, 1.27465, 1.67196], [-0.39300, -0.22014, -1.79323], [0.87150, -1.99083, 0.47467], [0.95866, 0.83289, -0.49999], [-0.57602, -0.84640, 1.42307], [-1.69333, -0.05671, 0.58917], [0.83653, 1.11504, 1.81803], [-0.47251, 2.16626, 1.09471], [-0.78753, 1.30173, 2.59130], [-0.79049, -1.16883, -1.83210], [0.26182, -0.15071, -2.59018], [-1.13318, 0.46600, -1.99578]]
}

12.
{
  "formula": "C4H10NO2",
  "method": "the ωB97M-V functional and the def2-TZVPD basis",
  "homo_lumo_gap_ha": 0.1774,
  "charge": -1,
  "lumo_energy_ev": 2.28,
  "homo_ev": -2.5,
  "molar_mass_g_mol": 104.13,
  "relative_energy_kj_mol": 854.54,
  "species": ["C", "O", "C", "C", "C", "O", "N", "H", "H", "H", "H", "H", "H", "H", "H", "H", "H"],
  "xyz": [[1.72281, 0.69675, 0.18075], [2.83621, -0.71127, 0.45715], [0.35052, 0.15438, -0.42247], [-0.77768, 0.36072, 0.54591], [-2.20341, 0.00910, -0.12471], [-2.54806, -1.23357, 0.19041], [0.38599, -1.20836, -0.81237], [1.60739, 0.40695, 1.24750], [1.64169, 1.74949, 0.03281], [2.71532, 0.35777, -0.22847], [0.14042, 0.64551, -1.44375], [-0.72153, -0.26858, 1.53811], [-0.78851, 1.44613, 0.64446], [-2.85986, 0.89797, 0.18317], [-2.22346, 0.07004, -1.27871], [1.22079, -1.67864, -0.33937], [-0.49863, -1.69437, -0.37042]]
}